Entry 1:
16
Properties=species:S:1:pos:R:3 method="wB97M-V/def2-TZVPD" total_charge=+1 homo_lumo_gap_ev=10.77 e_homo_ev=-14.489 de_lowest_kj_mol=61.9
N -1.07 -0.06 -1.14
C -0.55 1.10 -1.47
N -1.22 2.25 -1.44
H -2.10 -0.11 -1.10
H -0.43 -0.84 -0.85
H 0.43 1.16 -1.95
H -0.61 3.05 -1.40
H -2.17 2.24 -1.10
N 2.15 -1.40 1.46
C 0.88 -1.29 0.90
N -0.07 -0.60 1.66
O 0.63 -1.76 -0.22
H 2.87 -1.47 0.76
H 2.41 -0.63 2.05
H -0.15 -0.97 2.60
H -1.00 -0.67 1.25


Entry 2:
20
Properties=species:S:1:pos:R:3 method="wB97M-V/def2-TZVPD" homo_lumo_gap_ev=10.13 smiles="NCCNC=O.O.O" e_homo_ev=-9.550 de_lowest_kj_mol=173.8
N 0.79 3.08 0.44
C 0.70 2.04 -0.64
C -0.58 1.24 -0.74
N -0.47 0.15 0.33
C -1.52 -0.51 0.81
O -1.22 -1.43 1.59
H -0.17 3.23 0.86
H 1.41 2.84 1.18
H 1.64 1.44 -0.67
H 0.74 2.79 -1.39
H -1.52 1.75 -0.53
H -0.81 0.82 -1.71
H 0.49 -0.13 0.43
H -2.54 -0.26 0.50
O 1.62 -2.02 -0.73
H 0.82 -1.96 -1.26
H 1.40 -2.87 -0.21
O 0.08 -3.59 0.51
H -0.67 -3.49 -0.07
H -0.20 -3.12 1.29


Entry 3:
75
Properties=species:S:1:pos:R:3 method="wB97M-V/def2-TZVPD" total_charge=+2 homo_lumo_gap_ev=7.72 e_homo_ev=-13.710 de_lowest_kj_mol=33.7
Zr -0.39 -1.83 -0.19
O -3.23 -1.22 3.02
C -2.52 -1.74 2.08
O -1.43 -1.29 1.71
C -3.07 -2.98 1.43
O -2.16 -3.28 0.40
C -2.06 -4.65 -0.06
C -0.67 -4.78 -0.66
O -0.08 -5.80 -0.71
O -0.21 -3.59 -1.10
H -2.82 -0.39 3.36
H -4.08 -2.78 1.05
H -3.13 -3.78 2.18
H -2.83 -4.85 -0.80
H -2.17 -5.34 0.79
C 3.25 -3.76 0.53
Si 2.38 -2.30 1.24
C 0.91 -2.94 2.25
C 3.40 -1.25 2.38
N 1.59 -1.34 -0.04
C 2.36 -1.11 -1.21
C 3.75 -0.98 -1.29
C 4.37 -0.88 -2.53
C 3.64 -0.92 -3.71
C 2.26 -1.02 -3.67
C 1.70 -1.09 -2.42
F 0.30 -1.19 -2.28
H 3.57 -4.43 1.33
H 4.14 -3.50 -0.05
H 2.58 -4.33 -0.12
H 1.34 -3.67 2.94
H 0.13 -3.53 1.73
H 0.44 -2.18 2.87
H 3.68 -1.83 3.27
H 2.84 -0.37 2.71
H 4.32 -0.91 1.91
H 4.34 -0.96 -0.39
H 5.45 -0.80 -2.57
H 4.15 -0.87 -4.67
H 1.64 -1.05 -4.56
S -2.20 -0.21 -1.07
Sb -1.35 1.88 -0.43
C -1.17 1.79 1.66
C -0.01 1.29 2.26
C 0.00 1.08 3.64
C -1.12 1.37 4.40
C -2.27 1.87 3.79
C -2.29 2.09 2.42
C 0.48 2.24 -1.38
C 1.63 2.59 -0.68
C 2.79 2.84 -1.39
C 2.79 2.77 -2.78
C 1.63 2.45 -3.47
C 0.46 2.17 -2.77
C -2.74 3.30 -1.03
C -2.29 4.60 -1.24
C -3.20 5.57 -1.62
C -4.54 5.23 -1.80
C -4.97 3.93 -1.59
C -4.07 2.95 -1.20
H 0.86 1.03 1.67
H 0.90 0.71 4.12
H -1.10 1.22 5.47
H -3.13 2.13 4.39
H -3.19 2.49 1.95
H 1.63 2.68 0.40
H 3.70 3.11 -0.86
H 3.70 2.98 -3.33
H 1.63 2.42 -4.55
H -0.44 1.92 -3.31
H -1.24 4.86 -1.11
H -2.87 6.59 -1.79
H -5.25 5.99 -2.11
H -6.01 3.67 -1.74
H -4.41 1.93 -1.06


Entry 4:
49
Properties=species:S:1:pos:R:3 method="wB97M-V/def2-TZVPD" total_charge=+2 multiplicity=6 homo_lumo_gap_ev="4.96 / 4.69" s_squared=8.77 e_homo_ev="-11.714 / -15.549"
C -1.90 0.21 -5.52
C -3.43 0.39 -5.46
C -1.28 1.36 -6.33
C -1.58 -1.14 -6.18
Cl -1.19 0.23 -3.78
H -1.70 1.32 -7.34
H -0.20 1.25 -6.40
H -1.52 2.33 -5.89
H -3.80 0.38 -6.49
H -3.70 1.34 -4.99
H -3.90 -0.43 -4.91
H -1.98 -1.11 -7.20
H -2.04 -1.97 -5.64
H -0.50 -1.30 -6.24
C -0.49 1.76 1.23
C 0.34 2.32 0.20
C -0.32 2.07 -1.07
H 1.31 2.77 0.36
C -1.54 1.37 -0.79
C -1.67 1.27 0.63
H -2.53 0.82 1.17
H -0.25 1.78 2.30
H 0.03 2.40 -2.04
H -2.24 1.03 -1.55
C 1.20 -1.82 -0.33
C 2.04 -0.87 0.33
C 2.32 0.20 -0.59
H 2.43 -0.94 1.34
C 1.61 -0.08 -1.81
C 0.90 -1.30 -1.64
H 0.25 -1.76 -2.38
H 0.81 -2.73 0.11
H 2.89 1.09 -0.34
H 1.67 0.51 -2.74
Ir 0.22 0.24 -0.26
C 0.07 -1.23 5.77
N 0.11 -1.75 4.38
C 0.36 -0.90 3.38
S -0.56 -1.23 1.96
N 1.20 0.14 3.58
C 2.39 0.10 4.47
H 0.61 -0.29 5.80
H 0.50 -1.94 6.46
H -0.97 -1.08 6.00
H -0.71 -2.32 4.18
H 1.41 0.65 2.70
H 3.23 0.39 3.85
H 2.32 0.81 5.30
H 2.54 -0.90 4.87


Entry 5:
13
Properties=species:S:1:pos:R:3 method="wB97M-V/def2-TZVPD" homo_lumo_gap_ev=10.17 e_homo_ev=-9.897 de_lowest_kj_mol=463.9
C 0.49 1.73 0.83
C 0.82 0.44 0.14
C 1.83 -0.38 -0.03
C -0.21 -0.26 -0.73
C -0.45 -1.74 -0.71
N -1.38 -0.83 -0.07
H 1.36 2.13 1.37
H -0.32 1.60 1.55
H 0.16 2.48 0.10
H -0.42 0.26 -1.66
H 0.18 -2.38 -0.10
H -0.83 -2.21 -1.62
H -1.22 -0.84 0.94


Entry 6:
100
Properties=species:S:1:pos:R:3 method="wB97M-V/def2-TZVPD" total_charge=+2 multiplicity=5 homo_lumo_gap_ev="5.85 / 3.64" s_squared=6.02 e_homo_ev="-12.569 / -12.513" de_lowest_kj_mol=53.6
Ru -0.13 -0.10 -0.04
C 3.72 2.43 -2.81
C 2.85 1.25 -2.54
C 2.64 0.14 -3.35
C 1.78 -0.69 -2.68
N 1.45 -0.10 -1.48
N 2.13 1.09 -1.43
B 1.95 2.06 -0.26
N 2.10 1.32 1.08
N 1.22 0.33 1.45
C 1.51 0.04 2.77
C 2.58 0.81 3.17
C 2.93 1.61 2.08
C 3.99 2.64 2.01
C 0.75 -0.93 3.63
C 1.06 -2.35 3.15
C -0.74 -0.57 3.60
C 1.20 -0.84 5.09
N 0.54 2.70 -0.28
N -0.59 1.97 0.01
C -1.65 2.83 -0.07
C -1.17 4.07 -0.43
C 0.21 3.96 -0.55
C 1.18 5.04 -0.89
C -3.11 2.57 0.23
C -3.56 3.57 1.31
C -3.35 1.16 0.75
C -3.93 2.80 -1.05
C 1.37 -2.05 -3.20
C 2.63 -2.78 -3.70
C 0.74 -2.91 -2.11
C 0.40 -1.88 -4.38
H 4.23 2.28 -3.76
H 3.13 3.34 -2.88
H 4.46 2.56 -2.03
H 3.10 -0.04 -4.30
H 2.77 2.91 -0.32
H 3.04 0.82 4.13
H 4.53 2.68 2.95
H 4.70 2.42 1.21
H 3.57 3.63 1.82
H 1.01 -2.44 2.06
H 2.07 -2.63 3.44
H 0.37 -3.07 3.59
H -1.11 -0.39 2.58
H -1.34 -1.36 4.04
H -0.91 0.35 4.16
H 2.25 -1.10 5.21
H 1.04 0.16 5.50
H 0.62 -1.54 5.69
H -1.75 4.97 -0.56
H 0.64 5.97 -1.03
H 1.91 5.17 -0.10
H 1.70 4.81 -1.82
H -2.99 3.44 2.23
H -3.44 4.60 0.98
H -4.61 3.41 1.53
H -2.70 0.96 1.61
H -4.37 1.05 1.09
H -3.18 0.43 -0.04
H -3.85 3.83 -1.39
H -3.59 2.16 -1.86
H -4.98 2.58 -0.85
H 3.35 -2.92 -2.90
H 2.35 -3.76 -4.09
H 3.11 -2.24 -4.51
H 1.43 -2.98 -1.27
H -0.22 -2.51 -1.79
H 0.56 -3.92 -2.47
H 0.87 -1.35 -5.20
H 0.08 -2.86 -4.73
H -0.49 -1.32 -4.09
N -2.76 -6.78 1.66
C -3.80 -7.58 2.09
C -3.93 -8.96 2.21
C -5.13 -9.42 2.69
C -6.18 -8.55 3.05
C -6.05 -7.19 2.94
C -4.83 -6.70 2.44
N -4.43 -5.41 2.22
C -3.21 -5.49 1.76
C -2.44 -4.32 1.40
C -3.02 -3.05 1.54
C -2.31 -1.93 1.19
N -1.05 -1.96 0.71
C -0.49 -3.18 0.60
C -1.13 -4.35 0.92
H -1.87 -7.10 1.32
H -3.14 -9.64 1.92
H -5.29 -10.49 2.81
H -7.10 -8.97 3.43
H -6.85 -6.51 3.21
H -4.02 -2.97 1.93
H -2.77 -0.96 1.31
H 0.54 -3.22 0.26
H -0.58 -5.27 0.80
O -0.82 1.44 -2.71
C -1.53 0.50 -2.49
O -1.41 -0.31 -1.42
H -2.38 0.17 -3.11


Entry 7:
51
Properties=species:S:1:pos:R:3 method="wB97M-V/def2-TZVPD" total_charge=+1 homo_lumo_gap_ev=5.06 e_homo_ev=-11.076
N 2.82 -3.81 1.58
I 0.95 -4.14 2.48
H 3.14 -4.66 1.10
H 2.73 -3.06 0.88
H 3.51 -3.54 2.28
C 1.33 -0.88 0.35
O 1.64 -1.76 -0.72
C 0.60 -2.67 -1.07
C 0.54 -2.91 -2.57
O 0.02 -1.82 -3.30
C 0.89 -0.72 -3.56
C 1.90 -0.97 -4.66
O 2.92 -1.86 -4.22
C 3.43 -2.68 -5.25
H 1.42 -1.42 1.29
H 2.06 -0.08 0.33
H 0.33 -0.45 0.27
H -0.37 -2.29 -0.72
H 0.78 -3.65 -0.58
H -0.18 -3.72 -2.72
H 1.51 -3.24 -2.94
H 1.39 -0.37 -2.66
H 0.23 0.08 -3.91
H 2.34 -0.01 -4.94
H 1.39 -1.38 -5.54
H 2.62 -3.18 -5.80
H 4.05 -3.43 -4.78
H 4.03 -2.11 -5.96
C -3.50 0.83 4.52
O -2.65 1.85 4.04
C -1.30 1.47 3.91
C -0.64 2.16 2.74
O -1.04 1.68 1.46
C -2.34 2.03 0.99
C -2.49 3.47 0.56
O -2.52 4.34 1.68
C -1.95 5.61 1.43
H -3.32 0.62 5.59
H -4.52 1.16 4.39
H -3.36 -0.10 3.96
H -1.22 0.38 3.79
H -0.75 1.75 4.82
H 0.43 1.94 2.80
H -0.77 3.24 2.82
H -3.11 1.77 1.71
H -2.48 1.42 0.10
H -3.43 3.56 0.00
H -1.67 3.74 -0.11
H -0.95 5.51 0.98
H -1.85 6.11 2.39
H -2.58 6.21 0.77


Entry 8:
6
Properties=species:S:1:pos:R:3 method="wB97M-V/def2-TZVPD" total_charge=-1 homo_lumo_gap_ev=6.19 e_homo_ev=-2.396 de_lowest_kj_mol=16.8
O 1.18 -1.65 -1.80
H 1.68 -0.85 -1.63
S -0.20 1.41 0.00
S -0.49 -0.43 0.96
H 0.33 -1.45 -1.41
H 0.19 -0.20 2.11


Entry 9:
21
Properties=species:S:1:pos:R:3 method="wB97M-V/def2-TZVPD" homo_lumo_gap_ev=9.96 smiles=NCCCCN.O e_homo_ev=-9.166 de_lowest_kj_mol=103.6
N 1.18 -2.58 1.37
C 0.89 -1.87 0.12
C -0.38 -1.04 0.17
C -0.30 0.17 1.11
C 0.75 1.21 0.72
N 0.46 1.93 -0.54
H 0.93 -2.06 2.19
H 0.75 -3.49 1.39
H 1.79 -1.37 -0.22
H 0.73 -2.67 -0.63
H -1.20 -1.71 0.45
H -0.66 -0.71 -0.84
H -1.27 0.69 1.09
H -0.17 -0.19 2.14
H 1.73 0.76 0.60
H 0.83 1.94 1.52
H -0.54 2.15 -0.54
H 0.55 1.22 -1.27
O -2.35 2.52 -2.70
H -1.54 3.02 -2.57
H -2.19 2.08 -3.54


Entry 10:
112
Properties=species:S:1:pos:R:3 method="wB97M-V/def2-TZVPD" total_charge=+3 homo_lumo_gap_ev=5.28 e_homo_ev=-15.475 de_lowest_kj_mol=0.0
Pt -0.31 -0.08 -0.27
F -2.23 -0.19 0.57
Ge -0.67 0.17 2.16
C -0.77 -1.69 2.74
C -0.75 -2.00 4.09
C -0.85 -3.32 4.53
C -0.95 -4.34 3.60
C -0.95 -4.05 2.25
C -0.86 -2.73 1.81
P -0.87 -2.43 0.03
C -2.58 -2.54 -0.56
C -2.91 -2.52 -1.92
C -4.24 -2.60 -2.31
C -5.24 -2.72 -1.36
C -4.92 -2.74 -0.02
C -3.60 -2.64 0.39
C 0.04 -3.79 -0.77
C -0.48 -4.54 -1.83
C 0.27 -5.55 -2.41
C 1.53 -5.85 -1.93
C 2.05 -5.14 -0.85
C 1.30 -4.13 -0.27
C -1.77 1.69 2.60
C -2.30 1.99 3.84
C -2.89 3.23 4.06
C -2.93 4.18 3.05
C -2.41 3.88 1.80
C -1.83 2.63 1.58
P -1.28 2.24 -0.12
C -0.26 3.67 -0.57
C -0.33 4.36 -1.77
C 0.54 5.42 -2.01
C 1.47 5.80 -1.06
C 1.53 5.12 0.15
C 0.67 4.06 0.40
C -2.88 2.18 -0.98
C -3.04 2.39 -2.35
C -4.29 2.31 -2.95
C -5.40 1.99 -2.18
C -5.26 1.76 -0.82
C -4.01 1.85 -0.23
C 1.10 1.02 2.62
C 1.31 1.65 3.85
C 2.51 2.27 4.14
C 3.55 2.26 3.20
C 3.37 1.64 1.99
C 2.14 1.05 1.70
P 1.88 0.00 0.26
C 3.02 -1.34 0.73
C 4.24 -1.61 0.10
C 5.13 -2.51 0.67
C 4.83 -3.14 1.87
C 3.64 -2.84 2.53
C 2.75 -1.94 1.97
C 2.69 0.74 -1.22
C 2.89 -0.08 -2.43
C 3.83 0.47 -3.42
C 4.27 1.76 -3.37
C 3.82 2.55 -2.31
C 3.07 2.05 -1.23
H -0.66 -1.21 4.84
H -0.84 -3.54 5.58
H -1.03 -5.37 3.94
H -1.02 -4.86 1.53
H -2.15 -2.46 -2.68
H -4.48 -2.59 -3.37
H -6.27 -2.79 -1.67
H -5.70 -2.84 0.72
H -3.37 -2.65 1.44
H -1.48 -4.37 -2.19
H -0.16 -6.13 -3.22
H 2.10 -6.65 -2.37
H 3.01 -5.40 -0.44
H 1.69 -3.63 0.60
H -2.27 1.27 4.65
H -3.31 3.46 5.03
H -3.39 5.14 3.22
H -2.46 4.62 1.01
H -1.07 4.13 -2.52
H 0.46 5.97 -2.94
H 2.12 6.64 -1.23
H 2.22 5.43 0.92
H 0.71 3.55 1.36
H -2.20 2.66 -2.96
H -4.39 2.51 -4.00
H -6.38 1.93 -2.64
H -6.12 1.51 -0.22
H -3.93 1.66 0.83
H 0.52 1.69 4.59
H 2.65 2.75 5.09
H 4.49 2.74 3.44
H 4.20 1.59 1.29
H 4.55 -1.11 -0.79
H 6.08 -2.71 0.18
H 5.53 -3.83 2.31
H 3.42 -3.30 3.48
H 1.84 -1.71 2.50
H 3.14 -1.12 -2.20
H 4.10 -0.16 -4.25
H 4.92 2.17 -4.12
H 4.10 3.60 -2.28
H 2.85 2.72 -0.40
C 0.99 1.04 -3.84
C -0.34 1.08 -3.64
C -0.77 -0.09 -2.86
C 0.34 -0.84 -2.56
C 1.53 -0.22 -3.26
H 1.56 1.75 -4.41
H -1.00 1.81 -4.07
H -1.81 -0.37 -2.75
H 0.35 -1.90 -2.34
H 1.76 -0.91 -4.07


Entry 11:
10
Properties=species:S:1:pos:R:3 method="wB97M-V/def2-TZVPD" total_charge=-1 homo_lumo_gap_ev=9.39 smiles="C[P@](=O)([O-])OO" e_homo_ev=-5.074 de_lowest_kj_mol=106.8
C 0.68 1.01 -0.16
P 0.34 -0.77 -0.15
O 0.06 -1.09 1.29
O 1.37 -1.51 -0.92
O -1.19 -0.88 -0.86
O -2.02 -0.56 0.24
H 0.69 1.60 -1.15
H -0.08 1.71 0.33
H 1.59 1.18 0.28
H -1.44 -0.70 1.10


Entry 12:
20
Properties=species:S:1:pos:R:3 method="wB97M-V/def2-TZVPD" total_charge=+1 homo_lumo_gap_ev=7.18 e_homo_ev=-13.194 de_lowest_kj_mol=252.4
C -0.21 -1.13 0.39
C 2.87 0.64 -0.62
C -3.43 0.67 0.68
C 1.12 -1.06 -0.04
C 2.10 -0.11 0.48
N -2.69 0.00 -0.34
P -1.24 0.05 -0.82
H -0.42 -0.68 1.37
H 3.66 1.23 -0.17
H 2.21 1.31 -1.16
H 3.32 -0.06 -1.33
H -4.45 0.77 0.32
H -3.04 1.66 0.95
H -3.47 0.05 1.58
H 1.45 -1.72 -0.83
H -0.73 -2.08 0.24
H 1.66 0.59 1.19
H 2.84 -0.71 1.03
H -1.15 -0.60 -2.03
H -0.41 1.18 -0.88